Density functional theory data (ωB97M-V with the def2-TZVPD basis set) for a 2-piece molecular cluster, C4H9NO overall.

```
15
Properties=species:S:1:pos:R:3:forces:R:3
C 2.86136 -0.12661 0.43902 0.20 0.25 -0.09
C 2.33648 0.94340 -0.16132 0.35 -0.07 0.09
C -0.46892 0.39961 -0.26660 -0.67 -0.04 -0.07
O -0.15219 -0.75064 0.33902 0.20 0.25 -0.09
N -1.79061 0.45490 -0.43896 -0.05 0.04 0.34
C -2.76604 -0.56305 -0.06681 -0.58 -0.76 0.01
H 0.82079 -0.70114 0.43828 -0.24 -0.13 0.02
H 3.24971 -0.96679 -0.13402 -0.13 0.11 0.09
H 2.98964 -0.16804 1.51947 -0.09 0.00 -0.17
H 1.98995 1.80840 0.39740 0.03 -0.19 -0.07
H 2.25073 1.01523 -1.24231 -0.02 -0.07 0.20
H -2.14334 1.27755 -0.90884 0.17 -0.24 0.17
H -2.85542 -1.31410 -0.84767 0.08 -0.11 -0.21
H -2.54597 -1.12485 0.84239 0.54 0.40 -0.03
H -3.77617 -0.18389 0.09094 0.20 0.54 -0.17
```
Positions in Å, forces in eV/Å.

Calculated values
relative energy (zero: lowest compared OMol25 entry of this formula, charge and spin): 310.3 kJ/mol
2S+1: 1
charge: 0
E_HOMO: -8.4 eV
frontier orbital gap: 9.38 eV
LUMO level: 1.018 eV

Density functional theory data (ωB97M-V with the def2-TZVPD basis set) for C26H23IN4O6PPdS as an isolated structure at a distorted geometry.

```
63
Properties=species:S:1:pos:R:3:forces:R:3
Pd -1.28620 -0.04753 0.76134 2.90 1.89 1.84
O -1.83978 -0.01479 3.37319 0.74 0.21 0.97
C -0.82184 0.12594 2.79018 -2.42 -0.55 -3.38
C 0.55347 0.33507 3.12337 2.42 0.42 1.44
C 0.94422 0.52434 4.46934 -0.66 -0.10 -0.54
C 2.27360 0.62129 4.79730 0.47 0.05 0.17
C 3.26256 0.54306 3.81465 -0.35 0.03 -0.05
C 2.88846 0.41106 2.48884 0.24 0.02 0.11
C 1.55030 0.31303 2.14012 -0.62 -0.08 0.31
P 0.94606 0.13051 0.42928 -0.54 -0.20 0.28
C 1.64988 1.65246 -0.27821 0.10 0.04 0.00
C 0.92664 2.81016 0.01754 -0.11 -0.16 0.04
C 1.41902 4.05405 -0.33840 0.09 0.04 -0.07
C 2.62869 4.15592 -1.01357 -0.08 0.01 0.06
C 3.34737 3.00936 -1.31421 0.08 0.01 -0.06
C 2.87165 1.76220 -0.93530 -0.03 -0.07 -0.02
C 1.91147 -1.32784 -0.08590 0.01 -0.01 0.01
C 1.92429 -2.38824 0.82289 -0.03 0.10 -0.07
C 2.55747 -3.57795 0.51032 0.04 -0.05 0.02
C 3.19219 -3.72498 -0.71532 0.01 -0.01 -0.02
C 3.16194 -2.68757 -1.63401 0.06 -0.01 0.02
C 2.51340 -1.49946 -1.32880 -0.02 0.03 0.01
H 0.17388 0.59310 5.22583 -0.01 -0.06 0.04
H 2.56645 0.76110 5.83041 -0.05 -0.02 0.02
H 4.30688 0.59597 4.09154 0.03 0.03 -0.02
H 3.64015 0.37197 1.70910 0.01 0.01 0.00
H -0.02984 2.71839 0.52475 -0.07 0.05 -0.05
H 0.85340 4.94363 -0.09448 -0.03 -0.01 -0.01
H 3.00935 5.12773 -1.30087 0.01 0.00 -0.02
H 4.28578 3.08374 -1.84964 0.03 0.00 0.03
H 3.45747 0.88087 -1.15614 0.03 0.01 0.02
H 1.40152 -2.27938 1.76523 0.02 -0.08 0.03
H 2.55186 -4.39476 1.22037 -0.02 0.00 0.01
H 3.68873 -4.65377 -0.96485 0.00 -0.02 0.01
H 3.62335 -2.81246 -2.60456 0.00 0.02 0.00
H 2.43531 -0.72329 -2.07668 0.03 -0.01 -0.01
N -1.35529 -0.65979 -3.80962 -0.27 0.09 0.17
C -0.68236 -1.10427 -2.71541 0.60 0.44 -0.35
O -0.08983 -0.32279 -1.98033 -0.23 -0.19 -0.41
C -0.53511 -2.60055 -2.60117 -0.05 0.00 0.08
I 0.67848 -3.34248 -4.21253 -0.08 -0.03 0.05
H -1.53186 0.33389 -3.81531 -0.02 -0.01 0.01
H -2.10797 -1.22863 -4.16104 0.02 -0.05 -0.03
H -1.49234 -3.09690 -2.69799 -0.04 -0.03 0.03
H -0.05621 -2.86799 -1.66655 0.01 0.02 0.02
C -4.12662 -3.12702 0.05688 0.27 0.53 0.14
S -2.92461 -1.79133 0.04317 -1.06 -2.20 -0.63
O -2.84142 -1.35104 -1.34867 -0.02 0.07 -0.11
O -3.45513 -0.76378 0.93193 -0.31 -0.13 0.25
O -1.67173 -2.40840 0.50554 -0.60 -0.63 -0.13
H -5.02835 -2.77288 -0.43362 -0.07 -0.02 0.00
H -4.32035 -3.36292 1.09921 -0.05 -0.09 0.03
H -3.70070 -3.98180 -0.46011 0.01 0.00 -0.05
N -2.51167 1.82081 -1.43331 0.02 -0.11 0.10
C -2.93270 2.23776 -0.18080 0.36 0.76 0.12
O -2.13428 2.17540 0.78551 -0.61 0.32 -0.34
C -4.21298 2.85041 -0.12886 0.00 -0.19 -0.04
C -5.01827 2.88944 -1.27980 -0.29 0.00 -0.20
N -5.67978 2.89739 -2.23120 0.11 -0.01 -0.03
C -4.72361 3.44761 1.03781 -0.01 0.09 0.32
N -5.18088 3.97183 1.96137 0.05 -0.03 0.00
H -1.66527 1.26710 -1.42593 -0.05 -0.07 -0.06
H -3.23831 1.49802 -2.05382 0.04 -0.06 -0.04
```
Positions in Å, forces in eV/Å.

Calculated values
relative energy (zero: lowest compared OMol25 entry of this formula, charge and spin): 132.6 kJ/mol
2S+1: 1
charge: -1
E_HOMO: -4.3 eV
frontier orbital gap: 6.05 eV
LUMO level: 1.788 eV

Density functional theory data (ωB97M-V with the def2-TZVPD basis set) for a 2-piece molecular cluster, C31H30F6N2O4 overall at a distorted geometry.

```
73
Properties=species:S:1:pos:R:3:forces:R:3
C 0.96642 -5.51376 -2.59005 0.45 0.43 -0.33
N -0.15405 -4.94051 -1.88766 -0.57 -1.70 0.09
C -1.44553 -5.58107 -2.07065 0.64 0.38 0.37
C -2.12673 -4.90638 -3.22702 -0.23 1.44 -1.03
F -3.33239 -5.42389 -3.56966 0.89 0.27 0.28
F -2.31072 -3.57086 -2.92963 -0.09 -1.37 -0.45
F -1.31678 -4.93807 -4.34113 -0.93 -0.09 0.79
C -0.03579 -3.76578 -1.18709 -0.04 1.12 0.72
C -0.53259 -3.65047 0.13407 0.46 -0.40 -0.66
C -0.27661 -2.50865 0.85633 -0.34 0.41 0.06
C 0.25281 -1.34851 0.23346 -0.40 -0.32 -0.10
C 0.43348 -0.16080 1.01189 -0.55 -0.96 0.64
C 1.38365 0.85300 0.65529 1.06 1.36 -0.32
C 1.38887 2.09210 1.35342 -0.29 -0.59 0.06
C 2.23170 3.11855 1.00702 0.99 0.19 -0.64
C 3.20779 2.93325 -0.00602 -1.11 -1.13 0.32
N 4.04499 3.96800 -0.40478 1.38 0.81 0.27
C 3.48353 5.17524 -0.95914 -0.32 0.09 -0.41
C 5.43010 4.05275 0.05369 -1.05 -0.23 0.01
C 6.36988 3.34766 -0.88136 0.45 -0.80 -1.07
F 7.68207 3.63804 -0.64398 -1.11 -0.25 -0.20
F 6.22221 1.98242 -0.76808 0.49 1.19 -0.23
F 6.09414 3.67113 -2.18816 0.53 -0.34 1.15
C 3.29487 1.67262 -0.63419 0.14 0.89 0.37
C 2.41608 0.66518 -0.30696 -0.59 -0.28 0.23
C 0.52757 -1.42819 -1.15949 0.46 0.19 0.15
C 0.55752 -2.64387 -1.80709 -0.27 -0.28 0.18
H 1.88166 -5.37415 -1.99594 -0.23 -0.09 -0.17
H 0.79151 -6.59008 -2.72238 0.13 0.33 -0.05
H 1.11372 -5.03597 -3.57198 0.11 -0.36 0.09
H -1.29725 -6.63817 -2.31436 -0.22 0.14 0.22
H -2.06423 -5.43618 -1.18004 -0.06 -0.27 -0.19
H -1.03668 -4.51141 0.57699 0.25 0.29 0.05
H -0.52147 -2.47350 1.92006 0.05 0.00 -0.31
H 0.16256 -0.20101 2.07306 0.25 -0.18 -0.39
H 0.73207 2.23019 2.20672 0.05 -0.03 -0.25
H 2.19956 4.07710 1.53225 -0.05 -0.33 -0.13
H 2.41174 5.23037 -0.73004 0.25 0.07 -0.03
H 3.99182 6.05434 -0.54556 -0.22 -0.04 -0.08
H 3.59311 5.18799 -2.05699 -0.05 0.16 0.25
H 5.71750 5.11013 0.08033 0.08 -0.27 0.23
H 5.52314 3.56679 1.03426 0.20 0.31 -0.09
H 4.06607 1.52267 -1.38696 -0.28 -0.04 0.19
H 2.55108 -0.29214 -0.80371 -0.09 0.23 0.26
H 0.74300 -0.52184 -1.72824 -0.01 -0.35 0.27
H 0.95560 -2.75581 -2.82077 -0.42 0.24 0.30
C -3.94015 2.76488 1.08068 -0.28 0.12 -0.04
C -2.53669 3.08459 0.60152 0.87 -0.19 -0.08
C -2.36872 4.51526 0.09040 -0.04 -0.31 0.08
O -1.60479 2.90908 1.69300 -0.43 -0.69 -0.18
C -1.53900 1.61217 2.18722 0.28 0.77 0.41
O -1.08459 1.48483 3.31452 -0.28 0.17 -0.86
C -1.90939 0.53111 1.27547 0.21 1.07 -0.52
C -2.55367 -0.64173 1.81192 -0.29 -1.64 0.51
C -3.23913 -1.57515 0.97475 0.47 0.37 0.42
C -3.69496 -2.78680 1.48719 -0.20 0.24 0.21
C -3.56648 -3.08813 2.84750 0.13 -0.08 -0.13
C -2.94644 -2.16698 3.69641 -0.23 0.13 -0.17
C -2.46420 -0.96152 3.19948 -0.03 0.06 -0.44
C -2.06469 0.86269 -0.14437 0.04 -0.11 -0.71
O -2.07418 0.06065 -1.06292 -0.02 0.73 0.67
O -2.13164 2.20363 -0.46655 -0.21 0.00 0.48
H -4.00593 1.73205 1.44922 -0.12 0.38 -0.13
H -4.20942 3.45125 1.89041 0.07 -0.14 -0.11
H -4.64806 2.90601 0.25813 0.10 -0.09 0.11
H -1.33905 4.69630 -0.23923 -0.22 -0.19 0.11
H -3.04593 4.67995 -0.75281 0.11 -0.06 0.12
H -2.61616 5.22522 0.88501 0.03 -0.16 -0.08
H -3.38233 -1.32667 -0.07592 0.15 -0.27 0.32
H -4.17709 -3.48898 0.80397 0.06 0.17 0.26
H -3.95845 -4.02823 3.24472 0.18 0.29 -0.15
H -2.84962 -2.36171 4.76631 -0.09 -0.03 -0.32
H -2.02027 -0.23220 3.87426 -0.05 -0.41 -0.20
```
Positions in Å, forces in eV/Å.

Calculated values
2S+1: 1
charge: 0
E_HOMO: -7.3 eV
frontier orbital gap: 5.85 eV
LUMO level: -1.431 eV

Q: Among the records above, which one has the lowest LUMO level?
A: C31H30F6N2O4

Q: Which value of frontier orbital gap does entry 3 give?
A: 5.85 eV

Q: Which formula does entry 1 have?
A: C4H9NO